Record 1
{
  "formula": "C24H66N6O6",
  "method": "the ωB97M-V functional and the def2-TZVPD basis",
  "total_charge": 0,
  "species": ["C", "C", "C", "O", "C", "N", "H", "H", "H", "H", "H", "H", "H", "H", "H", "H", "H", "C", "C", "C", "O", "C", "N", "H", "H", "H", "H", "H", "H", "H", "H", "H", "H", "H", "C", "C", "C", "O", "C", "N", "H", "H", "H", "H", "H", "H", "H", "H", "H", "H", "H", "C", "C", "C", "O", "C", "N", "H", "H", "H", "H", "H", "H", "H", "H", "H", "H", "H", "C", "C", "C", "O", "C", "N", "H", "H", "H", "H", "H", "H", "H", "H", "H", "H", "H", "C", "C", "C", "O", "C", "N", "H", "H", "H", "H", "H", "H", "H", "H", "H", "H", "H"],
  "coordinates": [[-10.034, 0.530, 5.449], [-10.393, -0.474, 4.395], [-9.150, -0.978, 3.688], [-8.534, 0.171, 3.112], [-7.549, -0.241, 2.148], [-11.054, -1.624, 5.023], [-10.976, 0.750, 5.951], [-9.786, 1.466, 4.948], [-9.197, 0.082, 5.984], [-11.069, -0.110, 3.621], [-9.519, -1.736, 2.997], [-8.500, -1.524, 4.372], [-6.840, -0.862, 2.695], [-7.010, 0.654, 1.838], [-7.968, -0.825, 1.328], [-11.288, -2.323, 4.332], [-10.332, -2.095, 5.550], [2.714, 5.028, -0.928], [4.097, 4.678, -0.436], [4.210, 4.913, 1.113], [3.022, 4.504, 1.770], [2.866, 4.652, 3.128], [4.205, 3.259, -0.647], [1.957, 4.282, -0.685], [2.741, 5.134, -2.013], [2.402, 5.998, -0.543], [4.855, 5.194, -1.026], [4.282, 5.992, 1.248], [5.014, 4.340, 1.575], [2.840, 5.706, 3.404], [3.662, 4.052, 3.571], [1.897, 4.272, 3.451], [4.182, 3.001, -1.623], [3.473, 2.692, -0.242], [-4.582, 5.410, -1.758], [-3.251, 4.620, -1.547], [-2.923, 3.886, -2.756], [-1.837, 3.067, -2.354], [-1.518, 2.076, -3.338], [-2.211, 5.590, -1.205], [-4.863, 5.716, -0.750], [-5.348, 4.787, -2.219], [-4.552, 6.294, -2.396], [-3.329, 3.926, -0.709], [-2.707, 4.578, -3.570], [-3.682, 3.176, -3.085], [-2.290, 1.334, -3.541], [-0.694, 1.419, -3.062], [-1.238, 2.516, -4.295], [-1.376, 5.112, -1.513], [-2.352, 6.321, -1.887], [5.510, -2.163, 1.399], [6.022, -1.548, 2.725], [7.541, -1.646, 2.818], [7.806, -3.101, 3.028], [9.188, -3.399, 3.180], [5.599, -0.216, 2.886], [5.843, -3.198, 1.323], [5.807, -1.820, 0.408], [4.421, -2.144, 1.353], [5.592, -2.161, 3.517], [7.775, -1.145, 3.758], [8.102, -1.065, 2.088], [9.681, -3.281, 2.216], [9.344, -4.433, 3.487], [9.616, -2.765, 3.957], [4.593, -0.130, 2.881], [5.840, 0.443, 2.159], [-1.669, 0.671, 2.456], [-0.590, -0.241, 1.987], [-1.164, -1.542, 1.410], [-2.054, -1.372, 0.306], [-1.981, -2.462, -0.645], [0.183, 0.495, 1.005], [-2.354, 0.283, 3.210], [-2.299, 0.779, 1.573], [-1.404, 1.661, 2.826], [0.155, -0.302, 2.781], [-1.618, -2.164, 2.182], [-0.295, -2.096, 1.056], [-1.121, -2.578, -1.305], [-2.707, -2.068, -1.357], [-2.231, -3.398, -0.145], [0.573, 1.351, 1.373], [-0.421, 0.802, 0.257], [4.605, -5.348, -4.651], [3.811, -5.674, -5.961], [2.631, -4.668, -6.154], [1.498, -5.150, -5.426], [0.558, -5.834, -6.234], [4.703, -5.727, -7.071], [5.243, -6.213, -4.469], [3.934, -5.247, -3.798], [5.240, -4.464, -4.707], [3.435, -6.684, -5.793], [2.358, -4.535, -7.201], [2.886, -3.674, -5.789], [-0.456, -5.772, -5.840], [0.780, -6.900, -6.273], [0.455, -5.565, -7.286], [5.007, -4.776, -7.225], [5.562, -6.204, -6.839]],
  "forces_ev_per_a": [[-0.95, 0.51, -1.11], [0.09, -1.28, -0.33], [-0.77, 1.08, -0.11], [0.27, -1.30, -0.99], [0.13, 0.39, 1.34], [0.01, -0.09, 0.23], [0.43, -0.22, 0.90], [0.62, -0.06, 0.20], [-0.24, 0.56, 0.68], [-0.04, 0.39, 0.13], [0.35, 0.09, -0.84], [0.44, 0.19, 0.32], [0.31, -0.26, -0.21], [-0.24, -0.10, -0.32], [-0.14, 0.22, -0.14], [-0.32, 0.01, -0.37], [0.06, -0.14, 0.63], [-0.45, 1.69, -0.40], [-1.69, -1.46, 1.55], [-0.53, 0.58, -0.14], [-1.36, -0.71, -2.54], [0.52, 0.06, 0.30], [1.67, -1.80, -0.55], [0.21, 0.10, 0.25], [-0.04, -0.12, -0.14], [-0.31, 0.12, 0.03], [0.20, 0.06, 0.48], [0.56, 0.23, 0.29], [0.56, 0.29, -0.31], [0.56, 0.20, 0.35], [0.09, 0.36, 0.93], [0.01, -0.33, -0.34], [0.18, 0.22, -0.21], [-0.20, 0.46, 0.48], [0.24, -0.80, 0.83], [-2.04, 2.09, 0.57], [0.41, -1.90, -0.49], [1.12, -1.18, -1.25], [0.39, -0.13, -0.12], [-0.06, -0.34, -0.32], [-0.49, 0.19, -0.20], [-0.12, -0.21, 0.36], [0.66, 0.07, 0.02], [-0.33, -0.08, -0.06], [0.38, 0.00, -0.32], [-0.62, 0.28, -0.07], [-0.80, 0.37, 0.19], [0.31, 0.58, 0.65], [-0.06, 0.29, -0.09], [0.76, 0.20, 0.35], [0.29, 0.55, -0.01], [-0.14, -1.21, -0.19], [0.36, -1.07, -2.61], [-0.60, -1.44, 2.28], [0.25, 1.55, -0.76], [-0.41, 0.26, -0.20], [-0.84, 2.27, 0.85], [-0.26, -0.32, 0.37], [0.55, 1.10, 0.32], [-0.13, -0.11, 0.26], [0.18, 0.07, 0.15], [0.29, -0.01, 0.30], [0.07, -0.80, -0.79], [0.37, 0.24, 0.04], [-0.48, -0.05, 0.02], [0.30, 0.18, -0.08], [-0.22, -0.34, 0.35], [0.69, -0.28, -0.34], [-2.21, 0.25, 0.22], [0.29, 1.44, 0.29], [1.38, -0.48, -0.07], [1.22, -0.16, 0.08], [-1.20, 1.55, 0.02], [0.56, -0.26, -1.56], [0.12, -0.45, 0.23], [-0.28, 0.51, -0.03], [0.56, -0.08, -0.26], [-0.25, -1.39, 0.34], [-0.30, 0.14, 0.22], [0.17, -0.17, -0.08], [0.91, 0.28, 0.82], [-0.63, -0.95, -0.04], [-0.19, -0.08, -0.31], [0.03, -0.05, 0.38], [-0.16, -0.05, -0.31], [-0.70, -0.56, -0.24], [0.12, 0.66, 1.88], [0.18, -1.16, 0.10], [-0.37, 0.74, -0.73], [-0.37, -1.07, 0.08], [0.31, 0.61, -1.31], [0.18, 0.05, 0.20], [-0.02, 0.03, 0.07], [-0.12, 0.13, -0.27], [-0.56, 0.09, -0.17], [0.15, -0.24, -0.21], [0.10, -0.04, 0.31], [0.17, 0.33, 0.47], [0.22, -0.26, 0.14], [0.53, 0.77, -0.04], [0.17, 0.28, -0.43], [0.00, -0.35, 0.15]]
}

Record 2
{
  "formula": "C24H67N5O7",
  "method": "the ωB97M-V functional and the def2-TZVPD basis",
  "total_charge": 0,
  "species": ["C", "C", "C", "O", "C", "N", "H", "H", "H", "H", "H", "H", "H", "H", "H", "H", "H", "C", "C", "C", "O", "C", "N", "H", "H", "H", "H", "H", "H", "H", "H", "H", "H", "H", "C", "C", "C", "O", "C", "N", "H", "H", "H", "H", "H", "H", "H", "H", "H", "H", "H", "C", "C", "C", "O", "C", "N", "H", "H", "H", "H", "H", "H", "H", "H", "H", "H", "H", "C", "C", "C", "O", "C", "N", "H", "H", "H", "H", "H", "H", "H", "H", "H", "H", "H", "C", "C", "O", "H", "H", "H", "H", "H", "H", "C", "C", "O", "H", "H", "H", "H", "H", "H"],
  "coordinates": [[27.917, 17.876, -0.779], [27.531, 19.258, -1.328], [26.054, 19.596, -1.082], [25.308, 18.604, -1.794], [23.942, 18.919, -1.928], [28.321, 20.255, -0.535], [27.260, 17.070, -1.106], [27.890, 17.805, 0.309], [28.926, 17.604, -1.090], [27.838, 19.254, -2.374], [25.908, 20.566, -1.558], [25.814, 19.705, -0.024], [23.483, 18.029, -2.360], [23.649, 19.758, -2.560], [23.512, 19.002, -0.930], [27.805, 20.481, 0.303], [28.275, 21.054, -1.152], [20.185, 10.146, 7.351], [21.348, 10.561, 8.152], [22.606, 9.690, 7.846], [23.666, 10.154, 8.655], [24.649, 9.205, 8.825], [21.592, 11.976, 8.059], [20.108, 9.062, 7.426], [20.314, 10.408, 6.301], [19.213, 10.536, 7.652], [21.286, 10.342, 9.218], [22.911, 9.846, 6.811], [22.505, 8.630, 8.081], [25.041, 8.897, 7.856], [24.452, 8.361, 9.485], [25.537, 9.739, 9.163], [21.706, 12.136, 7.068], [22.520, 12.015, 8.457], [12.895, 22.929, 3.594], [13.996, 22.826, 2.547], [14.314, 21.280, 2.097], [15.603, 20.992, 1.559], [16.723, 21.088, 2.343], [13.525, 23.475, 1.394], [12.080, 22.293, 3.251], [12.526, 23.946, 3.720], [13.370, 22.617, 4.525], [14.861, 23.415, 2.854], [13.546, 20.976, 1.386], [14.088, 20.776, 3.036], [16.762, 22.027, 2.896], [17.514, 21.106, 1.593], [16.864, 20.311, 3.094], [14.302, 23.314, 0.768], [13.556, 24.483, 1.445], [20.808, 15.896, 1.976], [20.483, 15.271, 3.320], [21.518, 15.737, 4.403], [22.571, 14.783, 4.466], [23.580, 15.032, 5.403], [19.140, 15.585, 3.759], [20.899, 16.969, 2.147], [20.003, 15.534, 1.337], [21.703, 15.454, 1.538], [20.506, 14.187, 3.203], [21.031, 15.886, 5.366], [21.857, 16.725, 4.090], [24.227, 15.832, 5.045], [24.221, 14.179, 5.626], [23.229, 15.406, 6.364], [19.059, 16.590, 3.819], [18.979, 15.169, 4.665], [20.187, 17.656, 9.746], [21.123, 18.949, 9.982], [22.083, 18.833, 11.179], [22.992, 17.717, 10.936], [23.979, 17.357, 11.898], [21.697, 19.278, 8.744], [19.424, 17.777, 8.977], [19.679, 17.316, 10.648], [20.858, 16.799, 9.701], [20.427, 19.746, 10.244], [21.532, 18.650, 12.102], [22.580, 19.792, 11.322], [24.376, 16.392, 11.584], [23.639, 17.352, 12.933], [24.884, 17.951, 11.766], [22.376, 20.026, 8.773], [22.268, 18.469, 8.546], [30.210, 15.948, 10.078], [29.491, 14.646, 9.879], [30.222, 13.623, 9.400], [30.463, 16.477, 9.159], [31.201, 15.786, 10.503], [29.678, 16.624, 10.747], [28.617, 14.808, 9.247], [28.987, 14.298, 10.781], [30.049, 13.430, 8.475], [14.466, 16.082, 0.537], [15.325, 14.862, 0.030], [15.481, 14.049, 1.181], [13.427, 15.759, 0.609], [14.518, 16.932, -0.142], [14.806, 16.463, 1.500], [16.218, 15.282, -0.434], [14.756, 14.388, -0.770], [16.016, 14.496, 1.841]],
  "forces_ev_per_a": [[-0.25, -0.56, -0.14], [0.38, -0.83, 2.77], [0.67, -0.71, -2.33], [-0.02, 0.93, 0.27], [-0.43, -1.30, 0.49], [0.01, -0.32, -1.70], [-0.14, 0.14, -0.34], [0.02, 0.45, 0.14], [0.06, 0.17, 0.01], [-0.36, 0.52, -0.01], [-0.36, 0.33, 0.02], [-0.14, -0.46, 0.21], [-0.04, 0.01, -0.13], [0.56, 0.38, 0.03], [-0.28, 0.41, 0.10], [-0.03, 0.09, 0.16], [0.35, 0.76, 0.45], [-0.99, -1.05, -0.43], [1.19, -1.05, 1.35], [-0.13, 0.81, -0.28], [-0.88, 0.65, 0.59], [2.18, 0.51, -0.58], [0.47, -0.28, -0.18], [-0.17, -0.15, -0.26], [0.12, -0.02, -0.14], [0.22, 0.29, 0.27], [-0.90, 0.01, 0.26], [-0.04, -0.34, -0.47], [-0.67, -0.14, -0.30], [-0.40, -0.77, -0.35], [-0.43, -0.01, -0.04], [-0.09, 0.03, 0.76], [0.14, 0.60, -0.37], [0.38, 0.96, 0.14], [1.01, -0.71, 0.05], [0.07, -0.79, 0.25], [-0.02, 1.82, 2.00], [-2.51, 0.01, -0.82], [0.85, 0.86, 0.36], [0.02, 0.65, -2.93], [-0.14, -0.07, 0.45], [0.12, 0.02, -0.18], [-0.66, -0.26, 0.36], [0.66, -0.78, 0.77], [0.28, 0.20, -0.22], [0.49, -0.79, 0.08], [0.02, 0.31, 0.04], [0.46, -0.22, 0.49], [-0.14, -0.49, -0.15], [-0.17, -0.07, -1.12], [-0.35, 0.31, 0.56], [-0.51, -1.03, 0.36], [1.03, -0.26, 1.08], [-0.05, -0.80, -0.78], [-0.38, -0.39, 0.04], [0.50, 1.13, 0.32], [-0.36, 0.24, -0.68], [-0.17, 0.09, -0.74], [-0.17, 0.86, -0.37], [0.30, 0.34, 0.31], [0.36, -0.10, 0.24], [-0.01, -0.35, 0.29], [0.50, 0.24, 0.02], [0.30, 0.13, -0.21], [-0.39, -0.34, -0.47], [-0.56, -0.14, 0.19], [-0.32, 0.18, 0.28], [-0.12, 0.17, 0.12], [1.45, 0.49, 1.65], [-2.61, -0.93, 1.54], [0.38, -1.36, -0.14], [-0.61, 0.66, 0.06], [0.29, 0.26, -1.02], [1.20, -0.49, -1.48], [0.59, -0.04, -0.23], [-0.37, 0.79, 0.40], [0.08, -0.09, -1.23], [-0.05, 0.25, 0.26], [-0.21, -0.16, 0.11], [0.52, 0.05, -0.18], [-0.61, -0.40, 0.26], [-0.12, 0.00, -0.04], [-0.09, 0.78, 0.40], [-0.10, 0.43, 0.33], [0.26, -0.24, -0.71], [1.09, 0.43, 0.19], [-2.76, 1.41, 0.48], [2.08, -2.20, -1.02], [-0.47, -0.04, -0.28], [-0.03, -0.26, 0.40], [-0.14, -0.03, -0.10], [-0.16, 0.31, -0.40], [0.39, 0.17, 0.62], [-0.01, 0.21, 0.10], [0.21, -0.31, -1.02], [-1.31, 2.46, 1.29], [0.33, -1.12, -0.89], [0.01, 0.12, 0.22], [-0.10, 0.00, -0.22], [0.10, -0.27, 0.07], [0.56, -0.47, 0.31], [0.13, -0.62, 0.40], [0.10, 0.22, -0.15]]
}

Computed values of HOMO (unit: eV) for the preceding records, in sequence: -8.84, -9.26.
Computed values of energy relative to the best compared isomer or geometry (same formula, charge and spin) (unit: kcal per mole) for the preceding records, in sequence: 94.8, 99.5.